Entry from OMol25: a 2-piece molecular cluster, C12H23BO2 overall (the ωB97M-V functional and the def2-TZVPD basis).

Results
Spin multiplicity: 1
Relative energy (zero: lowest compared OMol25 entry of this formula, charge and spin): 4.936 eV
Orbital gap: 0.362 hartree
Largest force on an atom: 0.07601 hartree/bohr
Structure (SMILES): CC1(C)CBOC1(C)C.C=C1C[C@H]1OC
Total charge: 0

Element x y z (Å)
C -2.9077 -0.8140 1.5461
C -2.1734 0.2206 0.6850
C -3.1968 1.2273 0.1153
C -1.0803 0.9514 1.5287
B 0.1400 -0.0315 1.5037
O -0.1126 -0.9545 0.4919
C -1.2917 -0.5414 -0.3407
C -0.8197 0.2464 -1.6095
C -1.8670 -1.9359 -0.9692
H -2.1907 -1.5873 1.6275
H -3.8375 -1.0748 1.1424
H -3.2217 -0.3482 2.4897
H -4.1862 0.9253 0.4686
H -3.1423 1.2252 -0.9303
H -2.9397 2.2049 0.4453
H -1.4622 1.5171 2.4389
H -0.6963 1.6696 0.7841
H 1.0551 -0.2782 2.1894
H -0.8222 1.3038 -1.3157
H -1.4715 0.1551 -2.3944
H 0.1927 -0.1770 -1.9524
H -2.7556 -1.7987 -1.6720
H -1.7468 -2.7982 -0.1876
H -0.9502 -2.1288 -1.5520
C 2.1148 2.0591 -0.1986
C 3.1142 1.3951 0.2631
C 4.0423 0.5942 1.1801
C 4.2864 0.8366 -0.3373
O 4.3899 -0.0906 -1.3606
C 3.5694 -1.2325 -1.2201
H 2.1378 2.2585 -1.2721
H 1.2251 2.5189 0.3235
H 4.1153 -0.4361 1.5640
H 4.5541 1.3543 1.9279
H 5.1259 1.5156 -0.5127
H 4.2370 -2.1270 -1.1569
H 2.9940 -1.2140 -2.1243
H 3.0228 -1.0036 -0.3690


Entry from OMol25: C12H23CeN2O2P2S as an isolated structure (the ωB97M-V functional and the def2-TZVPD basis).

Results
Spin multiplicity: 2
Orbital gap (alpha / beta): 0.185 / 0.117 hartree
Largest force on an atom: 0.09744 hartree/bohr
Total charge: +2

Element x y z (Å)
Ce 0.6113 -1.1260 -0.4981
P -2.0711 -1.2087 -1.4707
C -1.9261 0.5701 -1.5405
C -1.3403 1.3799 -0.5045
N -0.3284 0.8935 0.2911
C -0.1203 1.5972 1.4318
C -0.8286 2.7570 1.7524
C -1.7882 3.2573 0.8840
C -2.0241 2.5814 -0.2494
C 0.9665 1.0514 2.3793
P 2.1649 -0.0833 1.6621
H -2.7320 2.9165 -0.9587
H -0.6036 3.2540 2.7090
H -2.3152 4.1223 1.1466
H 1.5141 1.9108 2.8367
H 0.4747 0.5181 3.2238
H 0.0840 0.6204 -2.7654
H -2.2261 1.0607 -2.4968
H 2.6594 -0.1198 -2.3050
O 0.6708 -0.0798 -3.1097
H 0.8911 0.6245 -3.7913
H 1.8933 -2.1081 -0.7375
O 3.4928 0.1027 -1.9356
H 3.8480 -0.8465 -1.9362
C 3.5361 1.0479 1.2528
H 3.8470 1.5620 2.1708
H 4.3801 0.4964 0.8187
H 3.2050 1.7905 0.5191
C 2.8302 -0.9220 3.1313
H 3.3331 -1.8464 2.8151
H 3.5436 -0.2686 3.6553
H 1.9978 -1.1847 3.7973
C -3.5279 -1.0760 -0.3565
H -4.4402 -0.9057 -0.9315
H -3.6017 -1.9909 0.2162
H -3.3994 -0.2344 0.3301
C -2.8590 -1.6678 -3.0528
H -2.8968 -2.7614 -3.1007
H -3.8820 -1.2775 -3.1319
H -2.2695 -1.3087 -3.9049
S -0.8781 -5.5765 1.0859
C -0.1994 -4.2664 0.5580
N 0.3143 -3.2554 0.1104


Entry from OMol25: a 2-piece molecular cluster, C12H23ClF5NO4PS overall (the ωB97M-V functional and the def2-TZVPD basis).

Results
Spin multiplicity: 1
Orbital gap: 0.329 hartree
Largest force on an atom: 0.10905 hartree/bohr
Total charge: +1

Element x y z (Å)
C 4.0395 2.9237 0.8174
C 2.9809 3.1732 -0.4389
Cl 4.0823 3.4592 -1.9485
C 2.1905 1.7522 -0.6595
S 0.2893 1.9429 -0.6677
C -0.2133 3.2315 0.5949
C -1.7496 3.1022 1.1516
C -2.8899 2.8581 -0.0007
C -3.9889 1.6701 0.3802
F -3.4086 0.5444 1.1497
F -4.9746 2.3408 1.3079
C -4.7774 1.0643 -0.9389
F -6.2485 1.0705 -0.5945
F -4.6504 1.9029 -2.1599
F -4.3778 -0.3722 -1.1832
C -0.3271 0.2204 -0.2266
P 0.1429 -0.3728 1.5261
O 0.2603 0.7667 2.6148
O -1.0372 -1.6297 1.9477
O 1.6929 -1.2143 1.3647
H 4.7397 2.0228 0.4811
H 3.4402 2.5305 1.7604
H 4.7276 3.8435 1.0432
H 2.2927 4.1077 -0.2879
H 2.4623 1.2398 -1.6764
H 2.4897 1.0239 0.2124
H -0.0779 4.3384 0.1713
H 0.5048 3.1750 1.5387
H -1.7685 2.3010 2.0313
H -1.9957 4.1400 1.6880
H -3.5333 3.8626 -0.0470
H -2.4640 2.7144 -1.0916
H 0.2150 -0.5219 -0.9885
H -1.4822 0.1293 -0.4852
H -1.4128 -2.0095 1.0806
H 2.2091 -1.0495 2.2150
C 1.8268 -4.0607 -0.0511
C 0.6042 -4.0298 -0.9248
O -0.0856 -3.0200 -1.0457
N 0.2638 -5.1659 -1.5974
C 0.9335 -6.4448 -1.5919
H 1.9652 -3.0813 0.4164
H 1.7045 -4.8058 0.7395
H 2.7123 -4.2839 -0.6522
H -0.5708 -5.0628 -2.1630
H 1.2229 -6.6798 -2.6192
H 0.2236 -7.1972 -1.2392
H 1.8176 -6.4499 -0.9536


Entry from OMol25: C12H23N2O2OsP2S as an isolated structure (the ωB97M-V functional and the def2-TZVPD basis).

Results
Spin multiplicity: 5
Relative energy (zero: lowest compared OMol25 entry of this formula, charge and spin): 3.575 eV
Orbital gap (alpha / beta): 0.259 / 0.171 hartree
Largest force on an atom: 0.09672 hartree/bohr
Total charge: +3

Element x y z (Å)
Os -0.9180 0.0734 0.6474
P -1.7600 -1.5746 -0.6371
C -0.2807 -1.6744 -1.7571
C 0.2157 -0.3037 -2.0999
N 0.1270 0.5863 -1.0914
C 0.7202 1.7847 -1.1376
C 1.2969 2.2152 -2.3260
C 1.3001 1.3734 -3.4311
C 0.7783 0.0903 -3.3103
C 0.7188 2.5954 0.1187
P 0.5658 1.5476 1.6694
H 0.7634 -0.6284 -4.1239
H 1.7111 3.2088 -2.3629
H 1.7066 1.6990 -4.3826
H 1.6450 3.1645 0.2270
H -0.1169 3.3020 0.1318
H 0.4849 -2.1881 -1.0958
H -0.4951 -2.2867 -2.6417
H 1.6640 -2.2186 1.3155
O 1.4970 -2.3237 0.2974
H 2.1850 -2.8772 -0.0868
H 0.8044 -1.2315 2.8720
O 1.6712 -1.7574 2.7866
H 1.8627 -2.1231 3.6595
C 2.3108 1.0810 1.8557
H 2.9037 1.9906 1.7028
H 2.4905 0.6721 2.8551
H 2.5858 0.3420 1.0903
C 0.1242 2.7548 2.9319
H 0.1078 2.2740 3.9174
H 0.8456 3.5819 2.9262
H -0.8737 3.1374 2.6874
C -3.1638 -1.1872 -1.7208
H -3.1054 -1.7496 -2.6627
H -4.0916 -1.4395 -1.1890
H -3.1691 -0.1101 -1.9381
C -1.9737 -3.2821 -0.0940
H -2.6964 -3.2744 0.7267
H -2.3418 -3.9114 -0.9121
H -1.0102 -3.6506 0.2719
S -0.8208 -0.1327 2.7932
C -2.6191 0.9552 0.6746
N -3.6501 1.4953 0.8423


Entry from OMol25: a 3-piece molecular cluster, C12H23N3O8 overall (the ωB97M-V functional and the def2-TZVPD basis).

Results
Spin multiplicity: 1
Orbital gap: 0.171 hartree
Largest force on an atom: 0.04017 hartree/bohr
Total charge: -2

Element x y z (Å)
C 1.8490 1.0911 -2.3134
C 1.4526 2.5632 -2.2129
O 2.5371 3.3625 -1.6779
C 0.1982 2.7378 -1.3379
O -0.6273 1.5969 -1.3606
C -1.7180 1.7388 -2.2466
N -2.8059 2.5206 -1.6658
C -2.3369 0.2719 -2.4656
O -2.5772 -0.3712 -1.4129
O -2.5857 -0.1102 -3.6222
C -1.2629 2.3353 -3.6229
O -1.7273 3.4455 -3.9882
O -0.3667 1.7154 -4.2595
H 1.8297 0.6795 -1.2986
H 1.1617 0.5530 -2.9630
H 2.8674 1.0394 -2.7157
H 1.2149 2.9486 -3.2077
H 2.9005 3.8000 -2.4454
H 0.5665 2.8421 -0.3125
H -0.3328 3.6666 -1.5669
H -2.4945 3.4668 -1.4878
H -3.5333 2.5490 -2.3638
C -1.3230 0.1268 1.2771
C -0.3323 0.8151 2.1784
O 0.5214 1.6032 1.7980
N -0.4019 0.5274 3.5203
C -1.3203 -0.3655 4.1889
H -1.1839 0.4296 0.2403
H -1.1758 -0.9494 1.3398
H -2.3407 0.3907 1.5729
H 0.2834 1.0148 4.0739
H -1.9017 0.1919 4.9327
H -0.7630 -1.1542 4.7018
H -1.9975 -0.8239 3.4785
C 1.1038 -4.4566 2.8073
C 0.6943 -3.2801 1.9487
O -0.1627 -2.4862 2.2932
N 1.3146 -3.1198 0.7528
C 2.3488 -3.9379 0.1566
H 0.5167 -4.4397 3.7208
H 0.9138 -5.3960 2.2857
H 2.1614 -4.3906 3.0684
H 0.9852 -2.3149 0.2346
H 3.2364 -3.3286 -0.0259
H 1.9971 -4.3302 -0.7997
H 2.6168 -4.7684 0.8026


Entry from OMol25: a 2-piece molecular cluster, C12H23N4O6 overall (the ωB97M-V functional and the def2-TZVPD basis).

Results
Spin multiplicity: 1
Relative energy (zero: lowest compared OMol25 entry of this formula, charge and spin): 0.000 eV
Orbital gap: 0.296 hartree
Largest force on an atom: 0.03376 hartree/bohr
Total charge: -1

Element x y z (Å)
O -0.4828 2.2807 4.1476
O -1.5712 -0.5856 -0.7732
O 4.2209 -2.1620 -5.1866
O -4.2572 1.4799 3.0419
O 0.4582 -0.0106 -0.1104
O 4.5118 -2.5223 -2.9691
C -0.0238 2.1224 3.0253
C -0.6651 -0.5334 0.0853
C 3.7954 -2.5838 -4.1197
C -3.2063 2.0285 2.7108
N -2.9701 3.3108 3.0150
N 1.7954 -0.7834 -2.5172
N 2.1133 -4.0143 -2.8498
N -0.7461 1.8124 1.9524
C 1.4565 2.2939 2.7871
C -3.8896 4.1712 3.7534
C -0.9756 -1.0437 1.5007
C 0.7347 -1.5264 -3.1982
C 2.4134 -3.2921 -4.1106
C 1.2680 -2.2996 -4.4127
C -2.0967 -0.2511 2.2072
C -2.1202 1.2651 1.9142
H 5.2832 -1.9818 -3.1846
H -2.0413 3.6491 2.8145
H 2.0686 0.0292 -3.0624
H 1.4393 -0.4721 -1.5922
H 1.8353 -3.3245 -2.1410
H 2.9431 -4.5094 -2.5256
H -0.2088 1.6409 1.1058
H 1.8610 1.3495 2.4228
H 1.9397 2.5677 3.7227
H 1.6154 3.0672 2.0390
H -3.4701 5.1727 3.8498
H -4.0569 3.7492 4.7462
H -4.8446 4.2207 3.2274
H -1.2563 -2.0992 1.4620
H -0.0726 -0.9737 2.1130
H 0.2669 -2.2194 -2.4911
H -0.0439 -0.8277 -3.5217
H 2.4512 -4.0245 -4.9234
H 0.4319 -2.8633 -4.8349
H 1.5965 -1.5843 -5.1720
H -2.0013 -0.4079 3.2827
H -3.0540 -0.6701 1.8934
H -2.4452 1.3550 0.8763